The following is a DFT calculation (ωB97M-V/def2-TZVPD) of a structure of composition C10H8F6N4O4S4SbSe4Tc.

```
! RIJCOSX wB97M-V def2-TZVPD def2/J DEFGRID3
* xyz 2 1
Tc -0.27 -0.56 -0.18
C -5.50 0.67 -0.11
S -4.67 0.27 1.53
C -2.99 -0.10 1.11
S -2.27 0.30 -0.55
N -2.29 -0.71 1.97
N -0.96 -0.85 1.64
C -0.10 -1.30 2.59
C 1.24 -1.54 2.13
C 2.28 -2.07 2.89
C 3.48 -2.43 2.23
C 3.74 -2.03 0.95
C 2.71 -1.37 0.30
N 1.55 -1.14 0.89
H -6.39 1.29 0.15
H -5.60 -0.26 -0.67
H -4.96 1.43 -0.63
H -0.47 -1.44 3.62
H 2.17 -2.42 3.95
H 4.18 -3.00 2.84
H 4.67 -2.13 0.41
H 2.65 -1.13 -0.75
F -1.72 2.98 -0.36
C -1.08 3.52 0.70
F -1.62 3.08 1.79
F -1.02 4.85 0.60
S 0.60 2.73 0.67
O 1.36 3.40 1.67
O 0.33 1.26 0.89
N 1.08 2.93 -0.82
S 0.97 1.84 -1.93
O -0.12 1.89 -2.90
O 1.10 0.40 -1.40
C 2.62 2.10 -2.78
F 2.69 3.33 -3.25
F 3.53 1.95 -1.89
F 2.76 1.28 -3.80
Se -2.31 -4.86 -3.40
Sb -0.22 -4.87 -4.28
Se -0.78 -2.98 -0.28
Se -1.09 -1.77 -2.20
Se 0.69 -2.53 -3.32
*
```

Summary:
- ΔE to the lowest compared entry with this formula, charge and spin (kJ/mol) = 11.2
- E_LUMO (alpha / beta) (eV) = -9.22 / -9.17
- orbital gap (alpha / beta) (eV) = 5.34 / 5.40
- E_HOMO (alpha / beta) (Eh) = -0.5352 / -0.5353
- energy (eV) = -354399.4875

natural (NBO) atomic charge list, values in e, 2 entries: number 1, Tc, carries 0.41; number 2, C, carries -0.72